Entry from OMol25: a structure of composition C10H13NPSZr (ωB97M-V/def2-TZVPD).

CARTESIAN COORDINATES (ANGSTROEM)
C  0.99  0.30  -2.76
C  0.02  0.04  -3.68
C  -0.82  -1.14  -3.64
C  -0.65  -2.22  -2.72
C  -0.05  -2.11  -1.48
Zr  -0.64  -0.08  -1.45
P  -0.47  2.58  -0.47
H  1.96  0.77  -2.79
H  -0.19  0.74  -4.49
H  -1.55  -1.27  -4.44
H  0.20  -2.91  -0.80
H  -1.13  -3.16  -3.03
H  -1.53  3.07  0.34
H  -0.43  3.71  -1.33
H  0.60  3.00  0.36
S  1.52  -0.27  -0.07
C  0.86  -0.23  1.51
N  -0.20  -1.03  1.87
C  -0.78  -0.94  3.11
C  -0.32  0.01  3.99
C  0.78  0.83  3.65
C  1.39  0.69  2.42
H  -0.51  -1.77  1.22
H  -1.58  -1.66  3.32
H  -0.79  0.14  4.96
H  1.13  1.61  4.33
H  2.20  1.31  2.06

The charge is +1. The orbital gap comes out at 6.60 eV.

In the Löwdin picture, each atom carries the following charge in e: -0.22 -0.34 -0.22 -0.28 -0.25 1.02 0.70 0.05 0.11 0.12 0.04 0.11 -0.12 -0.10 -0.10 0.68 -0.70 0.06 -0.03 -0.04 -0.02 -0.10 0.14 0.14 0.12 0.13 0.11